a.
The following is a DFT calculation (ωB97M-V/def2-TZVPD) of a 3-piece molecular cluster, C5H15N3O overall.

Computed properties:
LUMO = 0.872 eV
HOMO energy = -8.80 eV
Kohn-Sham gap = 9.7 eV

The geometry in ORCA input format:
```
! RIJCOSX wB97M-V def2-TZVPD def2/J DEFGRID3
* xyz 0 1
N 1.90 0.59 -0.23
C 1.94 0.88 1.01
N 2.55 0.00 1.88
N 1.39 2.00 1.60
H 1.42 1.28 -0.79
H 3.15 -0.66 1.40
H 2.94 0.40 2.72
H 0.62 2.40 1.08
H 1.23 1.96 2.59
C -2.63 -0.54 0.67
C -1.36 0.23 0.81
O -1.14 1.30 0.30
H -3.24 -0.35 1.56
H -3.19 -0.22 -0.21
H -2.44 -1.61 0.63
H -0.64 -0.22 1.53
C -0.05 -1.44 -1.56
C -0.61 -0.43 -2.56
H -0.85 -1.96 -1.05
H 0.52 -2.20 -2.08
H 0.70 -0.91 -0.90
H -1.29 -0.90 -3.26
H 0.20 0.02 -3.12
H -1.13 0.37 -2.04
*
```

Atom charges from the Mulliken analysis, given in e for atoms 1 to 8:
1 N -0.745
2 C 0.559
3 N -0.496
4 N -0.530
5 H 0.237
6 H 0.271
7 H 0.190
8 H 0.265



b.
The following is a DFT calculation (ωB97M-V/def2-TZVPD) of the molecule C5H15N3O.

Computed properties:
LUMO = 0.926 eV
HOMO energy = -8.33 eV
Kohn-Sham gap = 9.3 eV

The geometry in ORCA input format:
```
! RIJCOSX wB97M-V def2-TZVPD def2/J DEFGRID3
* xyz 0 1
C 0.31 -1.24 -2.04
C 0.46 -0.01 -1.16
C 0.58 1.26 -1.99
C 1.47 -0.13 -0.10
O -1.09 0.05 -0.54
N -1.38 1.12 0.35
C -1.45 0.66 1.71
N -0.20 -0.02 2.17
N -0.32 -1.43 2.34
H 0.16 -2.13 -1.43
H -0.55 -1.12 -2.69
H 1.21 -1.38 -2.64
H 0.74 2.14 -1.35
H -0.33 1.42 -2.57
H 1.44 1.19 -2.66
H 0.92 0.16 1.00
H 2.41 0.38 -0.32
H 1.70 -1.16 0.17
H -0.65 1.83 0.27
H -1.69 1.52 2.35
H -2.28 -0.05 1.76
H 0.12 0.37 3.05
H -0.44 -1.79 1.40
H -1.14 -1.66 2.90
*
```

Atom charges from the Mulliken analysis, given in e for atoms 1 to 8:
1 C -1.669
2 C 1.677
3 C -1.666
4 C -1.461
5 O -0.342
6 N -0.378
7 C -0.494
8 N -0.177



c.
The following is a DFT calculation (ωB97M-V/def2-TZVPD) of C5H15N3O as an isolated structure.

Computed properties:
LUMO = 0.860 eV
HOMO energy = -7.92 eV
Kohn-Sham gap = 8.8 eV

The geometry in ORCA input format:
```
! RIJCOSX wB97M-V def2-TZVPD def2/J DEFGRID3
* xyz 0 1
C 0.80 0.08 0.32
C 0.38 1.14 -0.73
C -0.96 1.79 -0.40
N 1.19 0.70 1.61
N 1.93 -0.65 -0.24
N 1.46 2.13 -0.93
H -0.42 -0.93 -0.22
H 0.29 0.60 -1.68
H 0.41 1.14 2.08
H 1.93 1.39 1.49
H 2.65 0.01 -0.54
H 2.34 -1.25 0.46
H 1.42 2.84 -0.21
H 1.36 2.60 -1.82
H -0.90 2.34 0.54
H -1.25 2.50 -1.18
H -1.75 1.04 -0.31
C -2.15 -2.95 -0.14
C -1.10 -1.96 0.21
O -0.57 -1.98 1.33
H 0.18 -0.99 1.13
H -1.83 -3.48 -1.04
H -2.34 -3.67 0.65
H -3.07 -2.42 -0.40
*
```

Atom charges from the Mulliken analysis, given in e for atoms 1 to 8:
1 C -0.031
2 C -0.087
3 C -1.369
4 N -0.631
5 N -0.648
6 N -0.615
7 H 0.309
8 H 0.395



Which one sits at the top of the stability order? a does.



a.
The following is a DFT calculation (ωB97M-V/def2-TZVPD) of the molecule C4H7FO.

Computed properties:
LUMO = 1.050 eV
HOMO energy = -10.33 eV
Kohn-Sham gap = 11.4 eV

The geometry in ORCA input format:
```
! RIJCOSX wB97M-V def2-TZVPD def2/J DEFGRID3
* xyz 0 1
C -0.04 0.89 -2.33
C -0.46 0.51 -1.15
C 0.53 -0.01 -0.09
F 0.30 -1.40 -0.08
C 0.37 0.39 1.33
O -0.77 -0.17 2.00
H 0.99 1.17 -2.52
H -0.80 1.16 -3.11
H -1.54 0.24 -0.90
H 1.59 0.19 -0.40
H 0.26 1.54 1.38
H 1.30 0.14 1.95
H -0.72 -1.11 1.75
*
```

Atom charges from the Mulliken analysis, given in e for atoms 1 to 8:
1 C -0.644
2 C -0.284
3 C 0.458
4 F -0.341
5 C -0.552
6 O -0.495
7 H 0.250
8 H 0.237



b.
The following is a DFT calculation (ωB97M-V/def2-TZVPD) of the molecule C4H7FO.

Computed properties:
LUMO = 0.830 eV
HOMO energy = -10.22 eV
Kohn-Sham gap = 11.0 eV

The geometry in ORCA input format:
```
! RIJCOSX wB97M-V def2-TZVPD def2/J DEFGRID3
* xyz 0 1
O 1.03 -0.99 1.50
C 0.44 -0.65 0.26
C -1.03 -0.08 0.42
C -0.71 0.76 -0.82
F -0.89 0.22 -2.08
C 0.81 0.62 -0.44
H 1.48 -1.89 1.50
H 0.31 -1.57 -0.45
H -1.94 -0.78 0.67
H -1.10 0.65 1.20
H -1.09 1.78 -0.89
H 1.08 1.36 0.36
H 1.60 0.56 -1.22
*
```

Atom charges from the Mulliken analysis, given in e for atoms 1 to 8:
1 O -0.563
2 C 0.210
3 C -0.783
4 C 0.120
5 F -0.321
6 C -0.734
7 H 0.344
8 H 0.263



c.
The following is a DFT calculation (ωB97M-V/def2-TZVPD) of the molecule C4H7FO.

Computed properties:
LUMO = 1.022 eV
HOMO energy = -9.93 eV
Kohn-Sham gap = 11.0 eV

The geometry in ORCA input format:
```
! RIJCOSX wB97M-V def2-TZVPD def2/J DEFGRID3
* xyz 0 1
C 1.49 0.99 0.26
C 0.89 -0.26 -0.39
O 1.45 -1.31 -0.59
C -0.60 -0.11 -0.72
C -1.41 -0.89 0.37
F -1.00 1.23 -0.62
H 2.53 1.12 0.09
H 1.32 0.84 1.33
H 0.97 1.90 -0.10
H -0.88 -0.48 -1.71
H -0.81 -1.60 0.88
H -2.35 -1.33 0.16
H -1.60 -0.09 1.05
*
```

Atom charges from the Mulliken analysis, given in e for atoms 1 to 8:
1 C -1.037
2 C 0.439
3 O -0.527
4 C 0.446
5 C -1.300
6 F -0.350
7 H 0.372
8 H 0.263



d.
The following is a DFT calculation (ωB97M-V/def2-TZVPD) of C4H7FO as an isolated structure.

Computed properties:
LUMO = 0.270 eV
HOMO energy = -9.89 eV
Kohn-Sham gap = 10.2 eV

The geometry in ORCA input format:
```
! RIJCOSX wB97M-V def2-TZVPD def2/J DEFGRID3
* xyz 0 1
C -1.71 -0.68 -0.03
C -0.45 0.29 -0.15
C 0.78 -0.29 0.60
C 2.02 0.56 -0.19
H -2.61 0.04 -0.23
H -1.91 -1.48 -0.99
H -1.69 -1.11 0.90
H -0.26 0.65 -1.14
H 0.99 -1.19 0.18
H 0.87 0.11 1.66
H 1.73 1.58 -1.07
O 3.20 0.00 0.10
F -0.96 1.54 0.36
*
```

Atom charges from the Mulliken analysis, given in e for atoms 1 to 8:
1 C -1.145
2 C 0.266
3 C -0.545
4 C 0.071
5 H 0.301
6 H 0.275
7 H 0.368
8 H 0.283



Which one sits at the top of the stability order? c does.